--- one ---
68
Properties=species:S:1:pos:R:3 method="wB97M-V/def2-TZVPD" homo_ev=-9.13 mol_weight_g_mol=356.55
C -0.719 0.797 -2.069
C -0.531 1.533 -0.740
C 0.564 0.888 0.162
O 1.778 0.586 -0.592
C 2.790 0.138 0.236
N -0.264 2.921 -1.190
H 0.260 0.619 -2.514
H -1.377 1.349 -2.740
H -1.203 -0.142 -1.801
H -1.451 1.626 -0.163
H 0.211 -0.067 0.553
H 0.600 1.506 1.059
H 2.641 -0.912 0.490
H 2.893 0.724 1.149
H 3.655 0.136 -0.427
H -0.303 3.612 -0.454
H 0.645 2.939 -1.630
C -3.503 -8.448 -3.864
C -2.081 -8.888 -3.858
C -1.102 -7.746 -3.343
O -0.918 -6.687 -4.313
C -0.091 -5.633 -3.836
N -1.979 -10.044 -2.978
H -3.982 -8.317 -2.894
H -4.054 -9.220 -4.400
H -3.504 -7.459 -4.324
H -1.647 -9.071 -4.841
H -0.095 -8.159 -3.276
H -1.384 -7.467 -2.327
H -0.474 -5.232 -2.898
H -0.217 -4.828 -4.560
H 0.960 -5.885 -3.694
H -2.786 -10.613 -3.191
H -1.968 -9.818 -1.993
C 2.520 -5.454 3.474
C 1.102 -6.038 3.222
C 0.386 -5.072 2.283
O -0.959 -5.377 2.069
C -1.634 -4.399 1.300
N 1.208 -7.338 2.592
H 3.021 -6.043 4.242
H 2.392 -4.417 3.784
H 3.132 -5.594 2.583
H 0.529 -6.221 4.131
H 0.864 -5.101 1.304
H 0.390 -4.117 2.810
H -2.665 -4.663 1.065
H -1.168 -4.083 0.367
H -1.840 -3.441 1.778
H 1.251 -7.997 3.356
H 0.342 -7.483 2.093
C 0.531 13.974 1.148
C 0.854 12.874 2.213
C 1.345 11.593 1.620
O 0.554 10.994 0.537
C -0.584 10.257 0.862
N 1.678 13.453 3.287
H 0.817 14.991 1.416
H -0.481 13.912 0.747
H 1.144 13.949 0.247
H -0.147 12.671 2.594
H 1.288 10.797 2.362
H 2.406 11.698 1.393
H -1.525 10.781 0.689
H -0.641 9.792 1.846
H -0.497 9.456 0.128
H 1.111 14.153 3.744
H 1.909 12.753 3.977


--- two ---
68
Properties=species:S:1:pos:R:3 method="wB97M-V/def2-TZVPD" homo_ev=-9.42 mol_weight_g_mol=356.55
C 2.022 0.891 -1.028
C 0.642 0.463 -1.518
C -0.493 1.261 -0.866
O -0.576 1.187 0.551
C -1.177 0.042 1.106
N 0.668 0.665 -2.983
H 2.109 0.682 0.044
H 2.299 1.936 -1.199
H 2.889 0.375 -1.450
H 0.548 -0.593 -1.246
H -1.507 0.958 -1.158
H -0.413 2.331 -1.074
H -2.124 -0.213 0.623
H -1.310 0.111 2.185
H -0.436 -0.763 1.013
H -0.231 1.091 -3.195
H 1.409 1.314 -3.201
C -0.459 6.690 3.158
C 0.341 6.026 2.005
C -0.550 5.280 1.051
O -1.625 6.075 0.531
C -2.457 5.316 -0.321
N 1.114 7.123 1.383
H 0.147 6.739 4.062
H -1.283 6.031 3.440
H -0.791 7.680 2.861
H 1.194 5.457 2.392
H -0.976 4.361 1.468
H 0.103 4.921 0.244
H -1.972 4.948 -1.235
H -3.156 6.023 -0.775
H -2.973 4.508 0.198
H 0.364 7.615 0.883
H 1.712 6.827 0.614
C 0.095 -6.914 6.909
C -0.025 -5.427 6.583
C -0.138 -5.084 5.103
O 0.052 -3.702 4.889
C -0.617 -3.174 3.761
N -1.228 -4.910 7.288
H -0.911 -7.322 7.011
H 0.613 -6.968 7.868
H 0.641 -7.572 6.233
H 0.833 -4.871 6.975
H -1.149 -5.336 4.765
H 0.676 -5.618 4.598
H -0.479 -2.099 3.848
H -1.664 -3.482 3.839
H -0.271 -3.478 2.768
H -1.200 -5.133 8.278
H -1.168 -3.895 7.275
C 2.482 -0.221 -6.271
C 1.778 -1.506 -6.677
C 0.615 -1.861 -5.762
O -0.179 -2.879 -6.371
C -1.237 -3.316 -5.539
N 1.271 -1.284 -8.070
H 3.267 -0.290 -5.507
H 1.776 0.510 -5.869
H 3.115 0.181 -7.065
H 2.528 -2.299 -6.759
H -0.055 -0.986 -5.763
H 0.856 -1.999 -4.705
H -1.118 -4.372 -5.287
H -2.164 -3.293 -6.123
H -1.392 -2.672 -4.675
H 0.379 -1.779 -8.087
H 0.968 -0.309 -8.022


In terms of stability, two leads; the second structure lies 0.849 eV higher.


--- one ---
18
Properties=species:S:1:pos:R:3 method="wB97M-V/def2-TZVPD" homo_ev=-7.95 mol_weight_g_mol=172.28
C 2.053 1.580 -0.275
C -0.445 0.101 0.652
C 2.031 -1.209 0.333
C 0.752 -0.771 1.200
C -1.798 0.219 1.216
C -2.919 -0.032 -1.392
N 0.819 1.828 -0.311
N -0.286 1.123 -0.136
S 3.113 0.184 -0.077
S -3.180 0.334 0.390
H 2.702 2.431 -0.437
H 2.624 -1.897 0.931
H 1.717 -1.698 -0.589
H 0.306 -1.691 1.588
H 1.138 -0.213 2.061
H -3.748 -0.652 -1.714
H -1.973 -0.546 -1.511
H -2.905 0.909 -1.929


--- two ---
18
Properties=species:S:1:pos:R:3 method="wB97M-V/def2-TZVPD" homo_ev=-8.82 mol_weight_g_mol=172.28
C 2.090 0.904 1.831
C 1.658 -1.132 0.655
C -0.147 0.842 0.648
C 1.592 -1.936 -0.607
C -2.821 2.285 0.537
C 2.401 -0.004 0.825
N 2.000 1.657 2.665
N 0.701 -1.418 1.597
S -0.836 -0.518 1.227
S -0.999 2.201 0.125
H 0.750 -1.632 -1.163
H 1.434 -3.082 -0.453
H 2.561 -1.656 -1.215
H -2.861 1.966 1.594
H -3.513 1.790 -0.224
H -3.005 3.315 0.477
H 3.141 0.371 0.073
H 0.925 -1.197 2.580


In terms of stability, two leads; the second structure lies 1.014 eV higher.


--- one ---
25
Properties=species:S:1:pos:R:3 method="wB97M-V/def2-TZVPD" homo_ev=-8.12 mol_weight_g_mol=185.23
C -1.734 2.109 0.614
C -2.105 0.724 -0.186
C -3.499 0.160 -0.050
C -3.721 -1.171 -0.063
C -1.345 -1.551 -0.434
C -1.003 -0.143 -0.614
C 1.389 -0.177 -0.530
C 2.404 0.212 -1.329
C 3.725 -0.047 -0.919
C 3.842 -0.546 0.407
C 2.796 -0.721 1.395
C 1.451 -0.647 0.736
H -1.236 2.983 -0.104
H -2.636 2.793 0.724
H -1.136 1.795 1.582
H -4.465 0.771 -0.003
H -4.677 -1.674 0.277
H -0.675 -2.253 -0.858
H 2.357 0.723 -2.251
H 4.433 0.048 -1.682
H 4.829 -0.307 0.908
H 3.000 -0.892 2.390
H 0.497 -0.725 1.210
N -2.564 -1.944 -0.294
O 0.076 0.478 -0.925


--- two ---
25
Properties=species:S:1:pos:R:3 method="wB97M-V/def2-TZVPD" homo_ev=-8.66 mol_weight_g_mol=185.23
C -1.054 -2.858 -0.952
C -1.156 -1.478 -1.582
C -1.866 -0.090 -3.228
C -1.184 0.984 -2.710
C -0.378 0.757 -1.635
C -0.387 -0.445 -1.039
C 0.700 0.101 1.010
C -0.196 0.949 1.690
C 0.367 1.788 2.725
C 1.712 1.673 3.103
C 2.616 0.865 2.385
C 2.090 0.028 1.412
H -1.124 -2.840 0.126
H -0.054 -3.224 -1.191
H -1.793 -3.506 -1.450
H -2.606 0.061 -4.053
H -1.219 1.995 -3.124
H 0.217 1.529 -1.178
H -1.269 1.037 1.501
H -0.340 2.429 3.308
H 2.047 2.236 3.996
H 3.646 0.738 2.689
H 2.754 -0.583 0.845
N -1.852 -1.312 -2.701
O 0.329 -0.833 0.052


--- three ---
25
Properties=species:S:1:pos:R:3 method="wB97M-V/def2-TZVPD" homo_ev=-8.93 mol_weight_g_mol=185.23
C 2.914 -1.153 0.537
C 3.315 0.261 0.107
C 2.505 1.227 -0.242
C 1.046 1.051 -0.228
C 0.182 2.189 -0.136
C -1.193 2.080 -0.015
C -1.710 0.750 -0.100
C -3.075 0.552 0.037
C -3.624 -0.707 0.026
C -2.748 -1.793 -0.008
C -1.382 -1.625 -0.264
C -0.853 -0.299 -0.267
H 1.693 -1.568 -0.811
H 3.801 -1.593 1.088
H 2.180 -1.056 1.366
H 4.393 0.460 -0.064
H 2.949 2.089 -0.643
H 0.685 3.134 -0.003
H -1.862 2.927 0.298
H -3.762 1.425 0.055
H -4.729 -0.779 0.172
H -3.135 -2.849 0.080
H -0.695 -2.489 -0.133
N 0.568 -0.182 -0.352
O 2.540 -2.053 -0.500


In terms of stability, two leads; the second structure lies 0.446 eV higher.


--- one ---
18
Properties=species:S:1:pos:R:3 method="wB97M-V/def2-TZVPD" homo_ev="-12.98 / -12.98" charge=+1 mol_weight_g_mol=101.15 spin_multiplicity=2
C -1.203 -3.335 -0.914
C -1.108 -2.026 -0.225
C 0.064 -1.313 -0.168
N 0.184 -0.192 0.551
H -0.345 -3.450 -1.575
H -1.198 -4.178 -0.217
H -2.121 -3.378 -1.505
H -2.011 -1.481 0.033
H 0.985 -1.602 -0.666
H 0.929 0.490 0.382
H -0.540 -0.020 1.234
N 0.814 3.314 1.430
C 0.761 2.666 0.231
N 1.837 2.369 -0.398
H -0.047 3.729 1.754
H 1.612 3.913 1.550
H -0.221 2.371 -0.138
H 1.610 2.124 -1.359


--- two ---
18
Properties=species:S:1:pos:R:3 method="wB97M-V/def2-TZVPD" homo_ev="-14.33 / -13.71" charge=+1 mol_weight_g_mol=101.15 spin_multiplicity=2
C -0.416 -1.689 0.053
C -0.601 -0.522 1.072
C 0.421 0.650 1.068
N -0.698 2.212 -0.996
C 0.403 1.320 -1.195
N 1.040 0.765 -0.306
N 1.078 -2.165 0.099
H -1.000 -2.548 0.448
H -0.757 -1.520 -0.951
H -0.631 -0.800 2.123
H -1.525 0.075 0.840
H -0.096 1.604 1.318
H 1.441 0.561 1.587
H -0.820 2.867 -1.721
H -1.477 2.034 -0.351
H 0.571 1.263 -2.340
H 1.429 -2.779 -0.685
H 1.638 -1.330 -0.063


In terms of stability, one leads; the second structure lies 2.263 eV higher.


--- one ---
9
Properties=species:S:1:pos:R:3 method="wB97M-V/def2-TZVPD" homo_ev="-8.64 / -8.19" mol_weight_g_mol=185.97
C 0.201 1.551 0.704
C 0.351 -0.241 0.182
C -0.561 -0.823 -0.818
F 1.008 1.816 1.690
I 1.171 -1.543 1.668
H 0.078 2.360 -0.066
H 0.011 -1.533 -1.388
H -0.861 -0.165 -1.558
H -1.397 -1.423 -0.414


--- two ---
9
Properties=species:S:1:pos:R:3 method="wB97M-V/def2-TZVPD" homo_ev=-9.71 mol_weight_g_mol=185.97
C -0.872 -1.128 -0.418
C -0.593 0.090 -0.005
C 0.864 0.914 0.393
F -1.636 0.926 0.417
I 2.386 -0.456 -0.255
H -1.858 -1.720 -0.353
H -0.124 -1.770 -0.887
H 0.903 1.796 -0.304
H 0.930 1.348 1.411


In terms of stability, two leads; the second structure lies 2.777 eV higher.


--- one ---
7
Properties=species:S:1:pos:R:3 method="wB97M-V/def2-TZVPD" homo_ev=-14.54 charge=+1 mol_weight_g_mol=167.96
C -1.197 0.142 0.141
C -0.016 1.067 -0.060
N -1.814 -0.968 0.013
I 2.155 0.007 0.011
H -2.059 -2.078 -0.439
H 0.369 2.000 0.338
H -0.316 0.734 -1.008


--- two ---
7
Properties=species:S:1:pos:R:3 method="wB97M-V/def2-TZVPD" homo_ev=-14.81 charge=+1 mol_weight_g_mol=167.96
C 0.042 0.628 -0.402
C -0.460 -1.734 0.071
N -0.267 -0.537 -0.155
I -1.515 -2.891 -1.390
H 1.180 0.754 -0.530
H -0.806 1.221 -0.499
H -0.402 -2.315 1.080


In terms of stability, two leads; the second structure lies 2.930 eV higher.